Record 1
{"formula": "C21H43AlO16", "method": "the ωB97M-V functional and the def2-TZVPD basis", "species": ["Al", "C", "O", "H", "H", "H", "C", "C", "O", "C", "O", "O", "C", "H", "H", "H", "H", "H", "H", "H", "H", "C", "C", "O", "C", "O", "O", "C", "H", "H", "H", "H", "H", "H", "H", "H", "C", "C", "O", "C", "O", "O", "C", "H", "H", "H", "H", "H", "H", "H", "H", "C", "C", "O", "C", "O", "O", "C", "H", "H", "H", "H", "H", "H", "H", "H", "C", "C", "O", "C", "O", "O", "C", "H", "H", "H", "H", "H", "H", "H", "H"], "positions_angstrom": [[-2.7866, -1.8302, 0.6084], [-0.0630, -1.2961, -0.0685], [-0.9042, -1.8485, 0.9173], [-0.7212, -0.9636, -0.8713], [0.5736, -0.4609, 0.2237], [0.5826, -1.9718, -0.6294], [3.9742, -1.5936, -0.1612], [2.8180, -2.4643, -0.3980], [3.1329, -3.5020, -1.2481], [2.2141, -4.3801, -1.7540], [0.9990, -4.3401, -1.5478], [2.7460, -5.2499, -2.5859], [2.0943, -6.5193, -2.8944], [3.7300, -0.6408, 0.3087], [4.5092, -1.4335, -1.0973], [4.7380, -2.1256, 0.4058], [2.0695, -1.9291, -0.9823], [2.2453, -2.6411, 0.5123], [2.2880, -7.3567, -2.2241], [2.4247, -6.7514, -3.9069], [1.0056, -6.5607, -2.9266], [-0.3883, 0.9285, -0.5175], [-0.7374, 2.4006, -0.8359], [-1.8347, 2.5391, -1.7134], [-3.0745, 2.4122, -1.2529], [-3.5395, 2.0464, -0.1589], [-3.8101, 2.8216, -2.2543], [-5.1995, 3.1150, -2.1474], [0.0898, 0.4627, -1.3792], [-1.2553, 0.2942, -0.3329], [0.2673, 0.7697, 0.3387], [0.1571, 2.9029, -1.2043], [-0.9188, 3.0018, 0.0550], [-5.4922, 3.4384, -3.1463], [-5.4496, 3.8112, -1.3468], [-5.7902, 2.2454, -1.8591], [0.9246, 0.1220, 6.9278], [2.0689, 0.5077, 5.9102], [1.5945, 0.8663, 4.6305], [1.1528, -0.0213, 3.7615], [1.0364, -1.1988, 3.9740], [0.8888, 0.5831, 2.6848], [-0.1009, 0.0301, 1.8096], [0.1587, 0.8510, 7.1926], [1.3893, -0.2164, 7.8539], [0.3436, -0.7310, 6.5771], [2.7872, -0.3103, 5.8551], [2.6487, 1.3496, 6.2884], [0.4311, -0.5614, 1.0645], [-0.7124, 0.8005, 1.3399], [-0.7805, -0.6861, 2.2714], [2.1421, -0.3269, 0.9328], [2.5967, 1.1220, 1.1431], [1.5410, 1.9313, 0.6829], [1.8200, 3.1371, 0.2881], [2.9155, 3.7288, 0.3451], [0.7279, 3.7804, -0.0736], [0.8561, 4.9174, -0.9581], [3.0151, -0.9461, 1.1396], [1.7880, -0.6317, -0.0519], [1.4253, -0.6075, 1.7046], [3.4673, 1.2994, 0.5117], [2.9617, 1.2837, 2.1574], [-0.1728, 5.2626, -1.0596], [1.3435, 4.7627, -1.9207], [1.3429, 5.7658, -0.4770], [-0.2938, -0.4276, -3.5313], [-1.4555, -0.9888, -2.7178], [-2.5515, -0.1636, -2.7888], [-3.4463, -0.1002, -1.8137], [-3.3733, -0.7754, -0.8118], [-4.4709, 0.5873, -2.1603], [-5.6964, 0.5258, -1.2596], [0.5322, -1.1382, -3.5033], [-0.0078, 0.5653, -3.1842], [-0.7851, -0.2720, -4.4917], [-1.0323, -0.9870, -1.7133], [-1.8879, -1.8791, -3.1743], [-6.4011, 0.8858, -2.0092], [-5.4689, 1.3432, -0.5754], [-5.9568, -0.3700, -0.6959]], "atomic_forces_ev_per_a": [[2.077, 1.146, -1.114], [-2.679, -7.665, -2.791], [-2.129, -1.661, -2.469], [1.648, -0.040, 3.275], [-0.691, -0.607, -4.100], [-0.600, -1.183, 0.844], [3.959, -0.463, -1.840], [-2.353, 0.863, -1.129], [0.906, -3.136, -0.989], [-2.257, 0.191, 0.249], [1.557, 0.797, 0.532], [0.796, -0.306, 0.728], [-0.687, -0.344, -0.801], [2.632, -0.974, -2.353], [-0.139, 0.128, -0.282], [-0.053, 0.025, 0.505], [0.400, 0.406, -0.406], [0.296, -1.309, 0.218], [0.997, 0.523, 0.330], [0.229, -0.028, 0.289], [-0.093, 1.173, 0.050], [-0.635, 2.536, -2.817], [-0.770, -1.845, 0.700], [-0.141, -0.881, 0.132], [-1.217, 1.445, 0.868], [2.044, 0.355, -1.375], [-0.086, 1.232, -0.501], [-0.839, -0.117, 0.220], [0.020, 0.837, -0.200], [-0.656, 1.466, 0.149], [-0.971, 2.422, -2.844], [-1.817, -1.444, -1.842], [-0.937, -0.799, -0.103], [0.024, 0.272, 0.334], [0.517, 0.577, -0.279], [0.576, 1.611, -1.011], [0.469, -0.431, -0.624], [-0.698, -0.785, 2.176], [0.127, 1.099, -0.766], [0.974, -1.747, 4.972], [-0.240, -0.699, -0.464], [-4.570, 3.357, -1.919], [-2.393, 3.722, 6.676], [0.510, 0.602, -0.281], [0.128, 0.148, 0.001], [0.267, -0.165, -0.282], [-0.241, -0.249, -0.252], [-0.329, 0.210, -0.256], [-1.820, 0.623, 5.078], [0.043, 0.051, 2.104], [0.643, -0.234, 1.034], [2.376, 0.488, 3.128], [1.371, -1.600, -1.261], [0.402, 0.457, 0.839], [4.499, 4.960, 0.901], [-2.323, -2.556, -0.418], [2.946, 2.627, 1.454], [-0.386, 1.565, 0.820], [-2.211, 0.648, 1.741], [1.648, 0.913, -0.024], [3.217, -1.042, -1.014], [0.061, 0.246, -0.219], [-0.546, 0.367, 0.026], [-0.033, -0.287, -0.428], [-0.058, -0.670, 0.200], [0.354, -0.399, 0.229], [-1.525, 0.195, -0.414], [1.328, -0.713, -1.256], [-2.635, 2.948, 1.087], [-0.283, 0.952, -5.325], [0.714, -3.351, 4.954], [-0.810, -2.791, 1.038], [0.535, 0.943, -0.261], [-0.047, 0.118, -0.414], [0.092, -0.198, -0.044], [0.908, -0.191, -0.585], [-1.986, -1.145, -3.002], [1.059, -0.923, 0.622], [-0.608, -1.119, 0.578], [-0.390, -0.671, 0.456], [0.536, -0.476, -0.784]], "mulliken_charge": [0.46, 3.53, -0.53, -1.96, -1.01, -0.25, -1.13, 0.22, -0.35, 0.62, -0.63, -0.33, -0.67, 0.30, 0.41, 0.43, 0.16, 0.72, 0.31, 0.29, 0.31, -0.51, -2.00, -0.35, 0.64, -0.63, -0.29, -0.49, 0.04, 1.39, 0.05, 0.73, 0.59, 0.31, 0.34, 0.10, -1.12, -0.19, -0.36, 0.56, -0.59, -0.05, -0.22, 0.32, 0.38, 0.32, 0.34, 0.33, -0.56, 0.37, 0.45, -1.19, -1.74, -0.05, 0.61, -0.61, -0.34, -0.96, 0.78, 1.24, 0.31, 0.66, 0.38, 0.36, 0.36, 0.36, -1.39, 0.37, -0.23, 1.16, -0.22, -0.36, -1.08, 0.40, 0.44, 0.52, -0.33, 0.51, 0.28, 0.52, 0.41], "de_lowest_kj_mol": 1755.3, "fmax_ev_per_a": 8.59, "e_homo_ev": -15.11, "charge": 2, "lumo_ev": -11.39}

Record 2
{"formula": "C21H43BBrN2O2", "method": "the ωB97M-V functional and the def2-TZVPD basis", "species": ["C", "C", "C", "O", "O", "C", "C", "C", "C", "C", "C", "B", "Br", "N", "C", "C", "C", "H", "H", "H", "H", "H", "H", "H", "H", "H", "H", "H", "H", "H", "H", "H", "H", "H", "H", "H", "H", "H", "H", "H", "C", "C", "C", "N", "C", "C", "C", "C", "C", "C", "H", "H", "H", "H", "H", "H", "H", "H", "H", "H", "H", "H", "H", "H", "H", "H", "H", "H", "H", "H"], "positions_angstrom": [[4.9141, 4.1393, 6.0463], [3.8582, 3.6068, 5.4632], [3.4203, 3.9924, 4.0948], [4.1321, 3.9603, 3.1303], [2.1162, 4.3857, 4.0286], [1.2829, 3.5792, 3.1693], [0.1420, 3.0116, 3.9925], [-0.9331, 2.2058, 3.2351], [-1.3406, 2.6596, 1.8155], [-0.9276, 1.6841, 0.7060], [0.5944, 1.4868, 0.6186], [1.2496, 0.3347, 1.4375], [0.3288, -1.4277, 1.4717], [2.5036, 0.4443, 2.1488], [3.6343, -0.3206, 1.5743], [4.0194, 0.2213, 0.2038], [4.2738, 1.7403, 0.1810], [5.4431, 4.9643, 5.5876], [5.2707, 3.7711, 6.9979], [3.2334, 2.8873, 5.9816], [1.9007, 2.7966, 2.7293], [0.9331, 4.2267, 2.3637], [0.5933, 2.3472, 4.7364], [-0.3096, 3.8275, 4.5593], [-1.8286, 2.2446, 3.8569], [-0.6569, 1.1454, 3.2102], [-2.4312, 2.7186, 1.7850], [-0.9888, 3.6677, 1.5889], [-1.4414, 0.7327, 0.8674], [-1.2922, 2.0809, -0.2463], [1.1092, 2.4221, 0.8356], [0.8664, 1.2407, -0.4219], [2.3563, 0.1006, 3.0969], [4.4837, -0.2107, 2.2504], [3.4038, -1.3904, 1.5021], [4.9315, -0.2995, -0.0950], [3.2621, -0.0607, -0.5379], [4.1572, 2.1756, 1.1737], [3.5880, 2.2552, -0.4918], [5.2885, 1.9553, -0.1504], [-5.4001, -4.1014, -2.9054], [-4.2061, -4.6230, -3.7072], [-2.8212, -4.3464, -3.1340], [-2.1857, -2.9975, -3.4115], [-0.8449, -3.0124, -2.7026], [-0.1465, -1.6683, -2.6903], [-1.0463, -0.6078, -2.0739], [-2.3603, -0.5321, -2.8380], [-3.0562, -1.8832, -2.8838], [-1.9711, -2.8402, -4.8787], [-5.5743, -3.0342, -3.0274], [-6.3072, -4.6060, -3.2337], [-5.2777, -4.3069, -1.8406], [-4.2755, -4.3122, -4.7510], [-4.2770, -5.7123, -3.7286], [-2.1070, -5.0669, -3.5335], [-2.8361, -4.4546, -2.0492], [-1.0465, -3.3361, -1.6809], [-0.2483, -3.7775, -3.1983], [0.7705, -1.7803, -2.1100], [0.1618, -1.3752, -3.6970], [-0.5501, 0.3619, -2.0763], [-1.2397, -0.8651, -1.0291], [-2.1930, -0.1519, -3.8491], [-3.0467, 0.1678, -2.3600], [-3.9265, -1.8416, -3.5336], [-3.3712, -2.1901, -1.8858], [-2.9329, -2.8049, -5.3803], [-1.3907, -3.6866, -5.2378], [-1.4340, -1.9179, -5.0697]], "atomic_forces_ev_per_a": [[0.248, 0.058, 0.040], [-0.313, 0.133, -0.035], [0.008, 0.330, -0.039], [-0.030, -0.136, -0.058], [-0.102, -0.615, 0.491], [0.102, 0.336, -0.362], [0.193, -0.159, 0.054], [-0.056, 0.178, 0.009], [-0.242, -0.242, 0.070], [0.055, 0.359, -0.040], [-0.149, -0.272, -0.199], [0.176, 0.323, 0.187], [-0.055, -0.042, -0.056], [-0.333, -0.459, 0.140], [0.119, 0.247, -0.068], [0.200, 0.056, -0.042], [0.032, -0.135, 0.078], [0.200, -0.160, -0.097], [-0.109, 0.184, 0.135], [0.041, -0.104, -0.091], [-0.014, -0.018, -0.026], [-0.046, -0.020, 0.026], [-0.088, 0.069, 0.094], [-0.056, 0.060, -0.135], [0.037, -0.132, 0.058], [0.072, 0.027, -0.081], [0.006, 0.091, -0.018], [0.101, -0.043, 0.014], [0.079, -0.035, -0.001], [-0.039, -0.001, 0.018], [0.052, -0.010, -0.085], [0.022, -0.002, 0.022], [0.096, 0.012, 0.000], [-0.037, 0.039, 0.023], [-0.002, 0.005, 0.007], [-0.077, -0.089, -0.061], [-0.052, 0.016, 0.058], [-0.030, 0.024, -0.038], [0.007, 0.044, 0.025], [-0.028, 0.050, -0.053], [0.013, 0.009, -0.031], [-0.114, 0.064, 0.056], [-0.006, -0.051, -0.091], [0.023, -0.076, 0.012], [0.059, 0.012, 0.013], [-0.016, 0.104, -0.036], [-0.022, 0.036, -0.001], [0.107, -0.036, -0.031], [-0.007, 0.120, -0.030], [-0.001, 0.064, 0.029], [0.012, -0.001, 0.020], [0.000, -0.011, 0.009], [-0.006, -0.009, 0.001], [0.019, -0.025, -0.009], [0.046, -0.006, -0.034], [0.009, -0.007, 0.029], [0.000, 0.028, 0.005], [-0.013, 0.020, 0.007], [-0.023, -0.038, 0.028], [-0.017, -0.060, 0.023], [0.011, -0.014, 0.000], [-0.015, 0.003, -0.001], [0.021, 0.036, 0.029], [-0.010, -0.017, -0.008], [-0.035, -0.025, -0.003], [-0.044, -0.068, 0.062], [0.015, -0.006, 0.007], [0.002, -0.009, -0.004], [-0.001, -0.001, -0.008], [0.007, -0.004, -0.004]], "mulliken_charge": [-0.72, -0.23, 0.73, -0.53, -0.39, 0.62, -0.72, -0.58, -1.05, -0.77, -0.40, -0.04, -0.31, -0.08, -0.89, -0.09, -0.79, 0.27, 0.27, 0.27, -0.32, 0.20, 0.15, 0.39, 0.52, 0.23, 0.41, 0.49, 0.24, 0.39, 0.37, 0.45, 0.17, 0.38, 0.37, 0.50, -0.11, 0.07, 0.24, 0.37, -1.18, -0.41, -0.57, 0.12, -0.79, -0.68, 0.17, -1.14, -0.68, -0.98, 0.28, 0.40, 0.31, 0.24, 0.40, 0.47, 0.41, 0.41, 0.45, 0.34, 0.36, 0.26, -0.07, 0.39, 0.44, 0.36, 0.49, 0.36, 0.33, 0.45], "fmax_ev_per_a": 0.79, "e_homo_ev": -11.28, "charge": 1, "lumo_ev": -2.34}

Record 3
{"formula": "C21H43BrINO5PSi", "method": "the ωB97M-V functional and the def2-TZVPD basis", "species": ["C", "C", "C", "C", "O", "C", "C", "C", "N", "C", "C", "C", "C", "C", "C", "C", "O", "Si", "C", "C", "C", "O", "C", "C", "C", "C", "I", "P", "O", "Br", "H", "H", "H", "H", "H", "H", "H", "H", "H", "H", "H", "H", "H", "H", "H", "H", "H", "H", "H", "H", "H", "H", "H", "H", "H", "H", "H", "H", "H", "H", "H", "H", "H", "H", "H", "H", "H", "H", "H", "H", "H", "H", "O", "H"], "positions_angstrom": [[2.5507, 2.2476, 3.0867], [1.5399, 1.3217, 2.9313], [1.8058, -0.1150, 2.5534], [1.5682, -0.3513, 0.9939], [1.6854, 0.9515, 0.4741], [1.9612, 1.1468, -0.9000], [3.0379, 2.2558, -1.0218], [3.5795, 2.3309, -2.4228], [4.4353, 1.5288, -2.9068], [2.7002, -1.3588, 0.6426], [4.0943, -0.7000, 0.5861], [2.5284, -2.2460, -0.6018], [3.5705, -3.3998, -0.5405], [0.1196, -0.9503, 0.8358], [-0.9590, -0.1724, 1.6144], [-2.3555, -0.8313, 1.5603], [-3.3156, 0.2425, 1.6848], [-4.8118, -0.0559, 0.9785], [-5.1709, -1.8670, 0.6336], [-6.1142, 0.5283, 2.2250], [-4.9229, 1.0263, -0.5711], [-0.2435, -1.1794, -0.5225], [-0.9300, -0.1493, -1.2102], [-0.6105, -0.2940, -2.7119], [-1.8041, 0.1586, -3.5665], [-2.1701, 1.6195, -3.2852], [-0.5532, 3.0014, -3.6534], [0.1509, -2.7323, 1.5857], [-0.4634, -2.5765, 3.1143], [-1.4012, -3.9269, 0.4297], [2.7253, 3.0606, 2.3857], [3.2047, 2.1443, 3.9534], [0.5130, 1.6378, 3.1136], [2.8404, -0.3121, 2.8355], [1.1608, -0.7556, 3.1627], [1.1100, 1.5362, -1.4573], [2.3222, 0.2822, -1.4597], [3.8186, 2.1371, -0.2758], [2.5160, 3.1986, -0.8564], [3.2592, 3.1337, -3.0823], [4.6730, 0.8489, -2.1766], [2.7585, -2.0445, 1.4918], [4.2274, -0.2463, -0.3944], [4.1748, 0.1163, 1.3040], [4.8911, -1.4107, 0.7836], [1.5659, -2.7497, -0.6859], [2.7158, -1.7410, -1.5510], [3.4859, -3.8415, 0.4565], [3.2976, -4.1698, -1.2616], [4.5858, -3.0572, -0.7188], [-0.7497, -0.1182, 2.6787], [-1.0538, 0.8661, 1.3022], [-2.5109, -1.4870, 2.4152], [-2.4672, -1.3366, 0.6022], [-4.5001, -2.2846, -0.1207], [-6.1880, -1.9300, 0.2347], [-5.1205, -2.5026, 1.5188], [-5.8023, 1.4839, 2.6444], [-6.1266, -0.2315, 3.0117], [-7.1162, 0.5527, 1.7963], [-4.8438, 0.4462, -1.4931], [-5.8115, 1.6568, -0.5573], [-4.0636, 1.7021, -0.5669], [-0.6901, 0.8656, -0.8912], [-2.0237, -0.2426, -1.1345], [-0.4773, -1.3701, -2.8599], [0.3190, 0.2006, -2.9800], [-2.6758, -0.4342, -3.2693], [-1.5865, -0.0099, -4.6202], [-2.5448, 1.7599, -2.2777], [-2.9805, 1.9184, -3.9475], [0.1946, -2.8917, 3.7507], [4.3922, 5.1840, -1.0881], [5.0791, 4.9820, -1.7311]], "atomic_forces_ev_per_a": [[-0.272, -0.623, 0.246], [0.295, 0.369, 0.386], [-0.467, 0.460, 2.034], [0.409, -0.053, 1.679], [-0.382, -0.731, -0.750], [1.277, 0.871, -0.959], [-1.290, 0.345, -0.224], [0.475, 0.092, 0.041], [-0.038, -0.398, 0.026], [0.331, 0.029, -0.953], [-0.618, 0.599, 0.003], [0.947, -1.050, -0.096], [-0.848, 0.267, 0.233], [-1.094, -0.235, 0.569], [-0.547, -0.226, 0.252], [0.344, 1.434, -0.161], [-0.576, -0.903, -0.468], [-0.455, 0.834, 0.469], [0.220, 0.164, -0.270], [0.653, -0.637, -0.304], [0.481, -0.245, 0.235], [0.262, 0.613, 0.332], [-0.153, 0.395, -1.313], [-0.676, -0.835, 0.453], [0.731, 0.580, 0.746], [-0.317, -0.241, -0.780], [-0.343, -0.188, 0.145], [1.445, -0.818, 0.032], [-0.334, 0.314, -0.252], [-0.028, 0.469, 0.344], [-1.152, 1.222, 1.086], [1.476, -0.997, -1.220], [-0.264, 0.311, -2.021], [0.046, -0.178, -0.264], [0.124, -0.391, -0.311], [-0.352, -0.193, 0.271], [-0.199, -0.427, 0.524], [0.139, 0.036, -0.090], [0.466, 0.193, 0.412], [-0.217, 0.131, 0.209], [0.195, -0.029, -0.123], [-0.329, -0.069, -0.004], [0.254, -0.081, -0.034], [0.065, -0.029, 0.038], [-0.007, -0.081, -0.071], [-0.183, 0.357, 0.130], [-0.289, 0.383, 0.144], [0.289, -0.158, -0.030], [0.198, -0.013, -0.092], [0.057, -0.075, -0.002], [0.457, -0.010, -0.060], [0.089, -0.031, -0.321], [0.141, -0.377, -0.272], [-0.178, -0.274, 0.191], [-0.016, -0.062, 0.022], [0.007, 0.019, 0.018], [0.057, 0.087, 0.050], [-0.272, 0.072, 0.047], [-0.015, 0.182, 0.184], [0.018, 0.266, -0.029], [-0.271, 0.063, -0.063], [-0.129, -0.172, -0.191], [-0.009, 0.020, 0.100], [0.213, -0.158, 0.356], [0.058, -0.259, 0.404], [0.144, 0.039, -0.151], [-0.004, 0.084, -0.066], [-0.019, -0.094, -0.191], [-0.124, 0.102, -0.055], [0.331, 0.108, 0.192], [0.105, 0.191, -0.058], [-0.186, -0.108, -0.292], [-0.265, -0.279, 0.007], [0.118, 0.029, -0.065]], "mulliken_charge": [-0.87, -0.35, -0.78, 1.44, -0.14, 0.77, -0.44, -0.39, -0.88, -0.38, -1.80, 0.12, -1.69, -0.60, -0.92, -0.92, -0.47, 0.61, -1.09, -1.17, -1.03, 0.05, 0.62, -0.94, -0.87, -0.60, 0.04, 0.12, -0.51, -0.32, 0.29, 0.29, 0.30, 0.68, 0.26, -0.41, -0.32, 0.33, 0.20, 0.54, 0.41, 0.74, 0.19, 0.41, 0.50, 0.33, 0.24, 0.37, 0.43, 0.35, 0.74, 0.62, 0.45, 0.02, 0.32, 0.40, 0.31, 0.30, 0.27, 0.33, 0.30, 0.48, 0.20, 0.23, 0.06, 0.30, 0.27, 0.33, 0.41, 0.01, 0.49, 0.36, -1.08, 0.13], "fmax_ev_per_a": 2.16, "e_homo_ev": -2.50, "charge": -1, "lumo_ev": 1.83}